[1]
Computed, not measured: a single C4H9NO molecule at a distorted geometry, with the ωB97M-V functional and the def2-TZVPD basis.

Strongest force on any atom ... 3.64 eV/Å
Net charge ... 0
Structure (SMILES) ... CCNCC=O
Energy relative to the best compared isomer or geometry (same formula, charge and spin) ... 214.9 kJ/mol
HOMO energy ... -0.3229 Ha
HOMO-LUMO gap ... 9.8 eV
E ... -287.750595 Ha

Each line ends with the Mulliken charge.
Geometry (Å):
1 C 1.8772 -0.8208 -0.2967  -0.89
2 C 0.5275 -1.0729 0.4142  -0.59
3 N -0.5053 -0.4085 -0.3610  -0.25
4 C -0.7226 1.0876 -0.1759  -0.39
5 C -2.0847 1.2106 0.5211  0.00
6 O -2.6634 2.2640 0.6185  -0.47
7 H 1.9621 0.2747 -0.4096  0.24
8 H 2.7746 -1.1466 0.2257  0.36
9 H 1.8329 -1.2659 -1.2888  0.27
10 H 0.3155 -2.1189 0.6996  0.32
11 H 0.6661 -0.5199 1.3453  0.27
12 H -0.6646 -0.7289 -1.3028  0.19
13 H -0.7419 1.6915 -1.0867  0.35
14 H 0.1092 1.2739 0.5069  0.26
15 H -2.6827 0.2802 0.5902  0.33

[2]
Computed, not measured: a molecular structure, C18H16CeN5O2S at a distorted geometry, with the ωB97M-V functional and the def2-TZVPD basis.

Strongest force on any atom ... 2.32 eV/Å
Multiplicity ... 2
Net charge ... 0
Energy relative to the best compared isomer or geometry (same formula, charge and spin) ... 6.3 kJ/mol
HOMO energy (alpha / beta) ... -0.2746 / -0.2746 Ha
HOMO-LUMO gap (alpha / beta) ... 6.7 / 6.7 eV
E ... -1993.110124 Ha

Each line ends with the Mulliken charge.
Geometry (Å):
1 Ce 0.6008 -1.3504 0.4348  1.10
2 C -4.6020 -1.5203 -0.1007  -0.49
3 C -3.7917 -1.6413 1.0135  -0.83
4 C -2.6102 -0.9163 1.1009  -0.28
5 C -2.2267 -0.0477 0.0850  0.04
6 C -3.0383 0.0573 -1.0428  -0.16
7 C -4.2130 -0.6694 -1.1324  -0.70
8 N -0.9654 0.6016 0.1625  -0.15
9 C -0.8862 1.9138 -0.0008  1.05
10 C -2.0413 2.7780 -0.0015  -0.56
11 C -1.9391 4.1210 -0.1640  -0.60
12 C -0.6856 4.7720 -0.3533  -0.82
13 C 0.4308 4.0106 -0.3360  -0.30
14 C 0.3867 2.5891 -0.1564  -0.09
15 N 1.6180 2.0318 -0.1456  -0.73
16 N 1.7626 0.7936 0.0591  0.35
17 C 3.1235 0.3855 0.0800  0.53
18 C 4.1530 1.0058 -0.6183  -0.58
19 C 5.4177 0.4689 -0.5047  -0.35
20 C 5.6157 -0.6669 0.2764  -0.66
21 C 4.5240 -1.2197 0.9056  -0.23
22 N 3.2936 -0.7028 0.8204  -0.31
23 H -5.5217 -2.0879 -0.1719  0.39
24 H -4.0721 -2.3067 1.8212  0.41
25 H -1.9953 -1.0065 1.9865  0.60
26 H -2.7260 0.7001 -1.8579  0.51
27 H -4.8296 -0.5784 -2.0189  0.39
28 H -3.0121 2.3315 0.1543  0.43
29 H -2.8452 4.7176 -0.1361  0.38
30 H -0.6336 5.8441 -0.4908  0.36
31 H 1.4168 4.4459 -0.4561  0.42
32 H 3.9427 1.8813 -1.2151  0.43
33 H 6.2504 0.9249 -1.0269  0.41
34 H 6.5921 -1.1185 0.3830  0.38
35 H 4.6284 -2.1132 1.5122  0.40
36 C -1.2596 -3.7588 -0.3043  -0.86
37 O -0.6487 -2.5610 -0.7248  -0.39
38 H -2.2792 -3.8470 -0.6829  0.27
39 H -1.3227 -3.8349 0.7844  0.34
40 H -0.7007 -4.6319 -0.6496  0.30
41 O 2.1343 -3.0007 -0.2793  -0.45
42 S 1.8724 -3.7673 0.9948  0.28
43 N 1.0823 -3.0271 1.9965  -0.20

[3]
Computed, not measured: 2 unconnected molecules or ions with the total composition C3H4NO2 at a distorted geometry, with the ωB97M-V functional and the def2-TZVPD basis.

Strongest force on any atom ... 3.02 eV/Å
Net charge ... +1
Energy relative to the best compared isomer or geometry (same formula, charge and spin) ... 152.2 kJ/mol
HOMO energy ... -0.5719 Ha
HOMO-LUMO gap ... 10.7 eV
E ... -321.608405 Ha

Each line ends with the Mulliken charge.
Geometry (Å):
1 C 2.0805 0.2100 -0.1199  -0.47
2 C 1.2906 -0.8954 -0.0623  0.43
3 C 3.3997 0.3182 -0.0624  0.47
4 N 0.7243 -1.9044 0.0374  -0.11
5 O 4.5219 0.3166 0.0754  -0.11
6 O -0.7479 0.5799 0.1237  -0.69
7 H 1.5020 1.1512 0.0520  0.42
8 H -0.5557 0.7159 -0.8291  0.35
9 H -1.7071 0.8308 0.1508  0.32
10 H -0.0796 -2.5820 -0.1980  0.39

[4]
Computed, not measured: a single C21H25FN4O3S molecule at a distorted geometry, with the ωB97M-V functional and the def2-TZVPD basis.

Strongest force on any atom ... 1.17 eV/Å
Net charge ... 0
Structure (SMILES) ... O=C(CCC(=O)N(CC(=O)NC1CCCCC1)c1ccccc1F)Nc1nccs1
Energy relative to the best compared isomer or geometry (same formula, charge and spin) ... 0.0 kJ/mol
HOMO energy ... -0.3227 Ha
HOMO-LUMO gap ... 9.3 eV
E ... -1758.107898 Ha

Each line ends with the Mulliken charge.
Geometry (Å):
1 O 1.6412 -0.2993 0.9021  -0.59
2 C 0.7325 0.1408 1.5704  0.33
3 C 0.5152 1.6115 1.8126  -0.91
4 C -0.6998 2.1051 1.0051  -0.99
5 C -0.8487 1.3432 -0.2984  0.68
6 O -1.6970 0.4705 -0.4262  -0.79
7 N 0.0010 1.6460 -1.3016  0.66
8 C -0.1373 0.9723 -2.5852  -1.08
9 C 0.5419 -0.4086 -2.6265  0.65
10 O 1.5701 -0.6009 -3.2424  -0.70
11 N -0.1357 -1.3447 -1.9493  0.06
12 C 0.2798 -2.7291 -1.8720  -0.44
13 C -0.7453 -3.6328 -2.5616  -0.84
14 C -0.3031 -5.0911 -2.4840  -0.69
15 C -0.1137 -5.5188 -1.0318  -0.71
16 C 0.9037 -4.6160 -0.3405  -1.17
17 C 0.4615 -3.1578 -0.4159  -0.07
18 C 1.1016 2.5321 -1.1841  -0.87
19 C 2.4004 2.0374 -1.1517  0.35
20 C 3.4746 2.9065 -1.0777  -1.00
21 C 3.2689 4.2758 -1.0403  -0.44
22 C 1.9834 4.7872 -1.0861  -0.77
23 C 0.9177 3.9116 -1.1672  0.69
24 F -0.3367 4.4131 -1.2294  -0.33
25 N -0.1740 -0.7389 2.1122  0.09
26 C -1.2476 -0.5254 2.9263  0.46
27 N -1.5780 0.5688 3.5153  -0.29
28 C -2.6971 0.4167 4.2653  -0.70
29 C -3.2436 -0.8223 4.2631  -0.23
30 S -2.3226 -1.8833 3.2632  -0.15
31 H 0.3315 1.7894 2.8717  0.60
32 H 1.4235 2.1282 1.4991  0.47
33 H -1.6086 1.9192 1.5781  0.59
34 H -0.6160 3.1753 0.8297  0.37
35 H -1.2060 0.8503 -2.7849  0.49
36 H 0.3154 1.6011 -3.3539  0.41
37 H -0.9584 -1.0593 -1.4283  0.36
38 H 1.2380 -2.7897 -2.3986  0.48
39 H -1.7139 -3.5141 -2.0692  0.33
40 H -0.8557 -3.3276 -3.6037  0.36
41 H -1.0472 -5.7281 -2.9664  0.37
42 H 0.6396 -5.2098 -3.0221  0.32
43 H -1.0703 -5.4563 -0.5074  0.31
44 H 0.2224 -6.5567 -0.9910  0.37
45 H 1.8745 -4.7224 -0.8284  0.39
46 H 1.0197 -4.9155 0.7035  0.36
47 H -0.4976 -3.0425 0.1003  0.17
48 H 1.2040 -2.5097 0.0537  0.31
49 H 2.5525 0.9703 -1.1758  0.42
50 H 4.4769 2.5094 -1.0494  0.42
51 H 4.1083 4.9510 -0.9817  0.41
52 H 1.7942 5.8489 -1.0719  0.47
53 H -0.0280 -1.7007 1.8223  0.13
54 H -3.0716 1.2674 4.8040  0.41
55 H -4.1151 -1.1758 4.7736  0.45

[5]
Computed, not measured: 3 unconnected molecules or ions with the total composition C3H13NO2S2 at a distorted geometry, with the ωB97M-V functional and the def2-TZVPD basis.

Strongest force on any atom ... 1.36 eV/Å
Multiplicity ... 2
Net charge ... +1
Energy relative to the best compared isomer or geometry (same formula, charge and spin) ... 35.6 kJ/mol
HOMO energy (alpha / beta) ... -0.4904 / -0.4897 Ha
HOMO-LUMO gap (alpha / beta) ... 8.8 / 4.6 eV
E ... -1123.362846 Ha

Each line ends with the Mulliken charge.
Geometry (Å):
1 S -2.1134 0.8533 -1.9596  0.01
2 S -2.3895 1.8273 -0.2433  0.26
3 C -1.1099 1.2942 0.9362  -0.42
4 C 0.2803 1.5567 0.3663  -1.00
5 C 0.9597 0.3914 -0.3717  0.42
6 N 2.4014 0.6460 -0.3118  -0.71
7 H -1.7473 1.8836 -2.7580  0.29
8 H -1.3048 1.9574 1.7849  0.39
9 H -1.3225 0.2692 1.2475  0.33
10 H 0.3096 2.4838 -0.2116  0.47
11 H 0.9403 1.7274 1.2287  0.36
12 H 0.7961 -0.4848 0.2627  -0.30
13 H 0.6291 0.2758 -1.4014  0.37
14 H 2.8679 -0.1552 -0.7134  0.24
15 H 2.6573 1.4786 -0.8395  0.22
16 H -1.4199 -3.2592 -0.4040  0.33
17 H -0.2854 -2.3034 -1.0098  0.31
18 O -0.6600 -3.1836 -0.9848  -0.61
19 H 0.4983 -3.0511 1.4550  0.34
20 H 0.0852 -1.6424 1.8554  0.32
21 O -0.0727 -2.5651 2.0724  -0.63